Molecular formula: C17H15ClMnO2
Method: DFT, wB97M-V/def2-TZVPD

Geometry as XYZ:
```
36
Properties=species:S:1:pos:R:3:forces:R:3
C 0.72381 2.48664 0.62539 0.444 0.402 -0.786
C -0.36335 2.79413 -0.26164 0.495 0.192 -0.122
C -0.14710 2.08232 -1.49969 0.690 -0.176 0.114
H -1.18021 3.49770 -0.06050 0.373 -0.497 -0.085
C 1.07082 1.31009 -1.35666 0.183 1.685 -0.194
C 1.59473 1.56299 -0.04504 0.333 1.417 -0.831
H 2.52808 1.16039 0.35823 -0.655 0.130 -0.308
H 0.87145 2.88462 1.63899 -0.224 -0.383 -0.593
H -0.78758 2.10492 -2.39083 0.290 -0.017 0.573
H 1.51816 0.66522 -2.12129 -0.363 0.239 0.531
Mn -0.39771 0.55384 0.12033 -1.170 -1.629 1.359
Cl -0.15885 -0.24517 2.31896 -1.399 0.347 1.328
C -5.49183 -0.95522 -1.66824 0.040 0.598 -0.633
C -4.88813 -1.11546 -2.95763 -0.385 0.718 0.292
C -4.91746 0.15400 -3.62112 -0.346 -0.179 0.743
H -4.48374 -2.04712 -3.36895 -0.117 0.382 0.191
C -5.53990 1.09881 -2.74189 0.088 -0.801 0.141
C -5.89487 0.41310 -1.53498 0.328 -0.348 -0.700
H -6.39569 0.85619 -0.66685 0.229 -0.166 -0.315
H -5.63018 -1.74299 -0.91956 0.102 0.323 -0.279
H -4.53991 0.36388 -4.62859 -0.111 -0.077 0.405
H -5.72150 2.15787 -2.95901 0.100 -0.396 0.100
O 1.96810 -2.87543 -0.32920 -0.331 0.753 0.248
C 1.68546 -1.79237 0.22528 0.363 -1.318 -0.622
O 0.68840 -1.07577 -0.11715 1.600 -1.277 0.004
C 2.75153 -1.46974 1.36663 0.494 0.385 0.587
C 2.85150 -0.34917 2.23613 0.136 0.099 0.159
C 3.85747 -0.20988 3.20943 0.134 -0.471 -0.383
C 4.84443 -1.18765 3.35423 -0.330 -0.119 -0.339
C 4.79546 -2.30541 2.51120 -0.409 0.416 -0.057
C 3.77230 -2.43677 1.54531 0.412 0.147 0.422
H 2.14249 0.47273 2.23628 -0.028 -0.528 -0.313
H 3.87375 0.67505 3.85642 -0.116 -0.313 -0.308
H 5.62925 -1.07542 4.10507 -0.166 -0.087 -0.184
H 5.56519 -3.07847 2.61309 -0.343 0.188 -0.151
H 3.80565 -3.33249 0.92785 -0.342 0.359 0.004
```
Forces are in eV/Å.

Properties
* largest force on an atom: 2.42 eV Å⁻¹
* E_HOMO (spin up / spin down): -0.65 / -0.65 eV
* multiplicity: 6
* net charge: -2
* Kohn-Sham gap (spin up / spin down): 5.42 / 5.42 eV
* electronic energy: -2418.4785 Eh
* <S²>: 8.758
* LUMO level (spin up / spin down): 4.77 / 4.77 eV